21
Properties=species:S:1:pos:R:3:lowdin_charge:R:1 method="wB97M-V/def2-TZVPD" gap_ev=8.44 lumo_ev=-3.86 total_charge=+1 smiles="N[C@H](CO)C/C=C/[NH3+]"
C -1.14 0.81 -1.25 -0.200
O -1.45 -0.53 -1.28 -0.064
C 0.46 0.81 -1.44 -0.373
C 1.20 -0.09 -0.41 -0.163
C 0.37 -0.91 0.45 -0.139
C 0.06 -0.61 1.71 -0.133
N -0.57 -1.60 2.60 0.132
N 0.99 2.12 -1.71 0.060
H -1.38 1.25 -0.18 0.133
H -1.70 1.50 -1.96 0.144
H -2.20 -0.88 -1.68 0.080
H 0.62 0.23 -2.36 0.130
H 1.77 0.65 0.12 0.100
H 2.12 -0.73 -0.91 0.191
H 0.08 -1.95 0.04 0.161
H 0.29 0.42 2.21 0.170
H -0.11 -2.58 2.53 0.210
H -0.40 -1.26 3.65 0.222
H -1.63 -1.50 2.62 0.193
H 1.98 2.08 -1.73 0.074
H 0.63 2.75 -1.02 0.070

21
Properties=species:S:1:pos:R:3:lowdin_charge:R:1 method="wB97M-V/def2-TZVPD" gap_ev=10.16 lumo_ev=-3.32 total_charge=+1 smiles="C[C@@H]([NH3+])C(=O)N(C)C"
N -0.85 -2.32 0.11 0.222
C -0.51 -0.96 0.63 -0.235
C -1.75 -0.21 1.18 -0.017
C -0.15 -0.16 -0.59 -0.443
N 0.78 0.80 -0.56 -0.112
C 1.39 1.39 -1.76 -0.003
C 1.25 1.41 0.69 -0.035
O -0.46 -0.65 -1.69 0.041
H -1.72 -2.68 0.49 0.169
H -0.06 -2.94 0.35 0.189
H -1.01 -2.18 -0.93 0.165
H 0.19 -0.96 1.52 0.174
H -2.00 -0.49 2.21 0.101
H -2.64 -0.38 0.58 0.097
H -1.67 0.86 1.04 0.089
H 1.28 0.79 -2.67 0.099
H 2.47 1.51 -1.69 0.098
H 0.99 2.38 -1.88 0.097
H 1.95 2.23 0.43 0.104
H 1.94 0.67 1.16 0.108
H 0.58 1.89 1.38 0.091

21
Properties=species:S:1:pos:R:3:lowdin_charge:R:1 method="wB97M-V/def2-TZVPD" gap_ev=7.04 lumo_ev=-6.01 total_charge=+1
C -2.58 -0.65 -0.18 0.174
C -1.53 0.02 -0.69 -0.098
C 0.81 0.58 -1.15 -0.296
C 0.30 -1.54 0.18 -0.160
C -0.14 -0.25 -0.44 -0.081
N 0.01 1.68 1.30 0.073
N 2.13 0.63 -0.67 0.037
O 1.60 -1.56 0.71 -0.048
H -3.61 -0.57 -0.49 0.096
H -2.39 -1.47 0.47 0.072
H -1.68 0.82 -1.35 0.104
H 0.82 0.30 -2.20 0.171
H 0.27 1.62 -1.16 0.156
H 0.17 -2.37 -0.43 0.146
H -0.39 -1.84 0.89 0.107
H 0.67 2.46 1.43 0.077
H -0.90 2.01 0.96 0.044
H 2.20 -0.07 0.18 0.100
H 2.81 0.25 -1.31 0.086
H -0.33 1.40 2.25 0.077
H 1.73 -1.46 1.70 0.163

21
Properties=species:S:1:pos:R:3:lowdin_charge:R:1 method="wB97M-V/def2-TZVPD" gap_ev=10.90 lumo_ev=-3.45 total_charge=+1 smiles="CCC[C@@H]([NH3+])C(N)=O"
N 1.02 1.70 0.19 0.215
C 0.47 0.39 0.75 -0.197
C -0.53 -0.22 -0.29 -0.177
C 0.34 -0.81 -1.36 -0.271
C -0.57 -1.25 -2.56 -0.100
C -0.20 0.73 2.09 -0.430
N -0.63 -0.26 2.95 0.202
O -0.15 1.95 2.39 0.034
H 0.21 2.20 -0.23 0.187
H 1.46 2.24 0.91 0.143
H 1.85 1.48 -0.47 0.209
H 1.33 -0.47 0.81 0.212
H -1.33 0.42 -0.53 0.110
H -1.18 -0.97 0.17 0.131
H 1.21 -0.14 -1.79 0.136
H 0.91 -1.61 -0.99 0.092
H -1.43 -0.56 -2.88 0.105
H -1.11 -2.24 -2.51 0.089
H 0.24 -1.34 -3.32 0.076
H -1.13 -0.05 3.86 0.168
H -0.79 -1.18 2.80 0.063

21
Properties=species:S:1:pos:R:3:lowdin_charge:R:1 method="wB97M-V/def2-TZVPD" gap_ev=9.26 lumo_ev=-3.45 total_charge=+1 smiles="CN(CC=O)CC[NH3+]"
N 0.37 1.08 1.75 0.205
C 1.04 -0.36 1.71 -0.065
C 0.81 -0.93 0.35 -0.207
N -0.25 -0.50 -0.56 -0.240
C -0.79 -1.59 -1.31 -0.072
C -0.09 0.82 -1.19 -0.175
C -1.41 1.57 -1.31 -0.151
O -1.52 2.18 -0.26 0.010
H -0.36 0.97 1.03 0.096
H 1.17 1.78 1.70 0.201
H -0.04 1.13 2.62 0.119
H 2.11 -0.08 1.91 0.146
H 0.64 -1.01 2.51 0.140
H 1.73 -1.07 -0.21 0.130
H 0.64 -2.04 0.44 0.139
H -1.47 -1.27 -2.06 0.084
H -1.29 -2.27 -0.53 0.128
H -0.03 -2.18 -1.81 0.089
H 0.40 0.85 -2.17 0.120
H 0.63 1.50 -0.58 0.143
H -2.29 1.44 -2.02 0.159

21
Properties=species:S:1:pos:R:3:lowdin_charge:R:1 method="wB97M-V/def2-TZVPD" gap_ev=10.43 lumo_ev=-2.73 total_charge=+1
C -3.88 0.53 0.51 -0.039
C -3.83 0.04 -0.88 -0.040
C 3.84 -0.78 0.24 -0.087
C 3.35 0.63 -0.10 -0.223
C 0.98 -0.04 -0.12 -0.340
N 1.93 0.82 0.17 0.044
N -3.09 -0.64 0.17 0.101
O -0.22 0.11 0.10 -0.050
H -3.32 1.42 0.78 0.137
H -4.77 0.37 1.10 0.134
H -4.68 -0.48 -1.31 0.135
H -3.22 0.57 -1.61 0.136
H 3.59 -1.04 1.27 0.086
H 3.40 -1.52 -0.43 0.064
H 4.92 -0.82 0.11 0.082
H 3.89 1.35 0.51 0.122
H 3.56 0.85 -1.15 0.121
H 1.33 -0.97 -0.59 0.140
H 1.66 1.70 0.59 0.156
H -3.39 -1.56 0.48 0.187
H -2.04 -0.52 0.17 0.132

Energy relative to the best compared isomer or geometry (same formula, charge and spin), respectively: 91.87 34.50 105.61 48.77 87.99 32.79 kcal per mole.
E_HOMO, respectively: -12.3 -13.5 -13.1 -14.4 -12.7 -13.2 eV.